One molecule with the formula C4H10O2 at a distorted geometry, computed with ωB97M-V/def2-TZVPD.

Values from the calculation:
Relative energy (zero: lowest compared OMol25 entry of this formula, charge and spin), kcal/mol: 27.2
Molar mass, g/mol: 90.1
Calculated total energy, Ha: -308.85483
SMILES string: C[C@H](O)CCO
Orbital gap, eV: 10.6

ORCA input file:
```
! wB97M-V def2-TZVPD RIJCOSX def2/J DEFGRID3
* xyz 0 1
C -1.67 0.32 -0.14
C -0.40 0.36 0.69
O -0.31 1.72 1.43
C 0.90 0.38 -0.03
C 0.99 -1.02 -0.84
O 0.91 -2.14 0.01
H -2.53 0.59 0.48
H -1.62 1.05 -0.96
H -1.84 -0.67 -0.56
H -0.43 -0.39 1.49
H -0.51 2.43 0.80
H 1.74 0.40 0.67
H 0.98 1.21 -0.74
H 1.96 -1.03 -1.36
H 0.23 -1.11 -1.61
H 1.62 -2.08 0.67
*
```


C4H10O2Pb as an isolated structure at a distorted geometry, computed with ωB97M-V/def2-TZVPD.

Values from the calculation:
Relative energy (zero: lowest compared OMol25 entry of this formula, charge and spin), kcal/mol: 57.3
Molar mass, g/mol: 297.3
Calculated total energy, Ha: -501.27756
Orbital gap (spin up / spin down), eV: 4.7 / 9.3

ORCA input file:
```
! wB97M-V def2-TZVPD RIJCOSX def2/J DEFGRID3
* xyz 1 2
H -0.48 -2.23 0.10
C -0.17 1.23 -1.98
O 0.42 0.28 -1.10
C -0.28 -0.05 0.09
C -1.08 -1.32 -0.06
H 0.58 1.51 -2.72
H -1.04 0.77 -2.47
H -0.49 2.13 -1.42
H -0.96 0.78 0.31
H -1.44 -1.44 -1.09
H -1.86 -1.34 0.71
H -0.15 0.67 1.83
C 0.97 0.06 2.19
O 1.15 -0.46 0.94
Pb 2.50 -0.28 -0.77
H 1.93 0.34 2.65
H 0.41 -0.66 2.80
*
```


A 2-piece molecular cluster, C4H10O2S overall at a distorted geometry, computed with ωB97M-V/def2-TZVPD.

Values from the calculation:
Relative energy (zero: lowest compared OMol25 entry of this formula, charge and spin), kcal/mol: 63.4
Molar mass, g/mol: 122.2
Calculated total energy, Ha: -706.99237
SMILES string: O=CCCCS.O
Orbital gap, eV: 9.5

ORCA input file:
```
! wB97M-V def2-TZVPD RIJCOSX def2/J DEFGRID3
* xyz 0 1
O 2.31 1.20 -2.35
C 2.39 0.95 -1.16
C 1.45 -0.18 -0.56
C -0.10 0.14 -0.73
C -0.74 -1.12 0.02
S -2.66 -0.63 0.06
H 3.36 1.18 -0.54
H 1.58 -0.25 0.57
H 1.92 -1.07 -0.88
H -0.54 1.00 -0.23
H -0.43 0.12 -1.84
H -0.18 -1.30 0.98
H -0.92 -2.06 -0.47
H -2.78 -0.71 1.41
O 0.51 0.49 3.27
H 0.27 0.90 4.17
H -0.28 -0.04 3.18
*
```


A 2-piece molecular cluster, C4H10O2S overall at a distorted geometry, computed with ωB97M-V/def2-TZVPD.

Values from the calculation:
Relative energy (zero: lowest compared OMol25 entry of this formula, charge and spin), kcal/mol: 61.3
Molar mass, g/mol: 122.2
Calculated total energy, Ha: -706.64984
Orbital gap (spin up / spin down), eV: 9.3 / 4.3

ORCA input file:
```
! wB97M-V def2-TZVPD RIJCOSX def2/J DEFGRID3
* xyz 1 2
O -3.34 0.74 -0.02
C -2.49 0.47 0.86
C -1.22 -0.01 0.42
C 0.02 0.29 1.32
C 1.34 -0.07 0.67
S 1.32 1.02 -0.85
H -2.84 0.35 1.91
H -1.05 0.53 -0.58
H -1.12 -1.02 -0.02
H 0.11 1.37 1.47
H -0.07 0.01 2.42
H 1.53 -1.10 0.22
H 2.10 -0.08 1.46
H 1.68 2.20 -0.31
H 1.25 -2.28 -3.01
H 1.58 -1.00 -2.59
O 1.20 -1.41 -3.37
*
```


A 2-piece molecular cluster, C4H10O2Si overall at a distorted geometry, computed with ωB97M-V/def2-TZVPD.

Values from the calculation:
Relative energy (zero: lowest compared OMol25 entry of this formula, charge and spin), kcal/mol: 126.2
Molar mass, g/mol: 118.2
Calculated total energy, Ha: -598.25464
Orbital gap (spin up / spin down), eV: 7.1 / 9.2

ORCA input file:
```
! wB97M-V def2-TZVPD RIJCOSX def2/J DEFGRID3
* xyz 0 1
C 0.85 1.23 -0.01
C -0.90 0.13 -0.09
C -2.18 0.76 -0.03
C -0.78 -1.34 0.32
O 3.67 0.79 0.29
O 2.12 -1.36 0.40
Si 2.34 0.04 -0.43
H 0.56 2.21 -0.40
H -2.18 1.62 -0.67
H -2.95 0.06 -0.32
H -2.33 1.05 1.03
H 0.27 -1.48 0.64
H -1.01 -1.96 -0.48
H -1.55 -1.47 1.15
H 4.06 1.58 0.03
H 3.00 -1.74 0.45
H 3.04 -0.31 -1.81
*
```


A 2-piece molecular cluster, C4H10O3 overall at a distorted geometry, computed with ωB97M-V/def2-TZVPD.

Values from the calculation:
Relative energy (zero: lowest compared OMol25 entry of this formula, charge and spin), kcal/mol: 37.9
Molar mass, g/mol: 106.1
Calculated total energy, Ha: -384.01474
Orbital gap (spin up / spin down), eV: 6.1 / 6.1

ORCA input file:
```
! wB97M-V def2-TZVPD RIJCOSX def2/J DEFGRID3
* xyz -1 2
C -2.31 3.08 0.55
O -1.60 2.05 0.07
C -1.67 0.83 0.82
C -0.74 -0.22 0.21
O 0.59 0.06 0.30
H -2.17 4.01 0.01
H -2.57 3.08 1.62
H -2.71 0.47 0.82
H -1.36 1.04 1.86
H -1.09 -0.36 -0.85
H -1.03 -1.17 0.73
C 2.49 -1.99 -0.81
H 3.05 -1.14 -0.39
H 1.90 -2.48 -0.02
H 1.85 -1.65 -1.64
O 3.41 -3.00 -1.29
H 3.97 -2.61 -1.97
*
```


A 2-piece molecular cluster, C4H10O3 overall, computed with ωB97M-V/def2-TZVPD.

Values from the calculation:
Relative energy (zero: lowest compared OMol25 entry of this formula, charge and spin), kcal/mol: 86.7
Molar mass, g/mol: 106.1
Calculated total energy, Ha: -384.01141
SMILES string: CO[C@H]1[C@H](O)[C@@H]1O.[H][H]
Orbital gap, eV: 9.9

ORCA input file:
```
! wB97M-V def2-TZVPD RIJCOSX def2/J DEFGRID3
* xyz 0 1
C -0.73 0.35 -2.47
O -1.20 0.04 -1.18
C -0.25 -0.09 -0.16
C 0.08 0.96 0.92
O 1.26 0.71 1.63
C -0.94 -0.11 1.15
O -0.66 -1.05 2.15
H -1.60 0.29 -3.14
H 0.02 -0.37 -2.83
H -0.32 1.36 -2.50
H 0.60 -0.75 -0.38
H -0.18 2.01 0.86
H 1.00 0.06 2.31
H -1.98 0.20 1.08
H -0.57 -1.91 1.71
H 2.86 -1.16 0.26
H 2.63 -0.53 0.59
*
```


A 3-piece molecular cluster, C4H10O3 overall at a distorted geometry, computed with ωB97M-V/def2-TZVPD.

Values from the calculation:
Relative energy (zero: lowest compared OMol25 entry of this formula, charge and spin), kcal/mol: 65.8
Molar mass, g/mol: 106.1
Calculated total energy, Ha: -384.04482
SMILES string: C=C/C=C/O.O.O
Orbital gap, eV: 8.8

ORCA input file:
```
! wB97M-V def2-TZVPD RIJCOSX def2/J DEFGRID3
* xyz 0 1
C 2.40 -0.25 -0.06
C 1.71 0.31 -1.10
C 0.42 1.13 -1.01
C -0.08 1.27 0.31
O -1.32 1.90 0.33
H 3.11 -1.05 -0.23
H 2.32 -0.11 1.04
H 2.06 0.11 -2.06
H -0.10 1.41 -1.99
H 0.38 0.91 1.19
H -2.07 1.28 0.58
O -2.39 -0.23 1.31
H -1.88 -1.05 1.09
H -2.34 -0.26 2.29
O -0.81 -2.03 -0.27
H -0.06 -1.44 -0.33
H -1.35 -1.92 -1.06
*
```


A 2-piece molecular cluster, C4H10O3 overall at a distorted geometry, computed with ωB97M-V/def2-TZVPD.

Values from the calculation:
Relative energy (zero: lowest compared OMol25 entry of this formula, charge and spin), kcal/mol: 79.3
Molar mass, g/mol: 106.1
Calculated total energy, Ha: -384.02322
SMILES string: O=CCCCO.O
Orbital gap, eV: 10.9

ORCA input file:
```
! wB97M-V def2-TZVPD RIJCOSX def2/J DEFGRID3
* xyz 0 1
O 0.65 -2.02 1.11
C 0.74 -0.97 0.52
C 0.43 -0.97 -0.87
C -0.98 -0.74 -1.17
C -1.60 0.43 -0.31
O -2.61 1.09 -1.22
H 1.33 -0.16 1.07
H 0.96 -0.21 -1.54
H 0.56 -2.08 -0.95
H -1.50 -1.60 -0.78
H -1.16 -0.48 -2.21
H -0.87 1.21 0.13
H -2.18 0.25 0.67
H -3.44 0.68 -1.38
O 3.07 2.46 1.62
H 2.98 2.05 2.56
H 2.76 1.59 1.26
*
```


A 3-piece molecular cluster, C4H10O3 overall at a distorted geometry, computed with ωB97M-V/def2-TZVPD.

Values from the calculation:
Relative energy (zero: lowest compared OMol25 entry of this formula, charge and spin), kcal/mol: 129.8
Molar mass, g/mol: 106.1
Calculated total energy, Ha: -383.94271
Orbital gap, eV: 4.6

ORCA input file:
```
! wB97M-V def2-TZVPD RIJCOSX def2/J DEFGRID3
* xyz 0 1
C -1.15 2.89 0.91
C -0.84 1.62 0.53
C -0.72 1.14 -0.78
C -0.18 -0.21 -1.00
O 1.14 -0.18 -1.38
H -1.23 3.12 1.96
H -1.32 3.67 0.17
H -0.65 0.92 1.34
H -0.77 1.84 -1.61
H -0.78 -0.75 -1.76
H -0.27 -0.75 -0.05
H 1.50 -1.13 -1.26
H 1.98 -3.22 -0.90
O 1.38 -2.49 -0.72
H 0.89 -2.23 0.71
H 0.59 -2.41 2.29
O 0.45 -1.82 1.55
*
```


A 2-piece molecular cluster, C4H10O3 overall at a distorted geometry, computed with ωB97M-V/def2-TZVPD.

Values from the calculation:
Relative energy (zero: lowest compared OMol25 entry of this formula, charge and spin), kcal/mol: 40.0
Molar mass, g/mol: 106.1
Calculated total energy, Ha: -384.08590
SMILES string: C1COCCO1.O
Orbital gap, eV: 10.5

ORCA input file:
```
! wB97M-V def2-TZVPD RIJCOSX def2/J DEFGRID3
* xyz 0 1
C -0.08 0.24 -1.49
C 0.55 -1.07 -0.94
O 0.52 -0.97 0.46
C -0.78 -0.77 0.95
C -1.51 0.41 0.44
O -1.44 0.36 -0.99
H -0.23 0.23 -2.58
H 0.50 1.14 -1.23
H 1.62 -1.19 -1.22
H 0.01 -1.98 -1.27
H -1.43 -1.64 0.73
H -0.64 -0.73 2.05
H -2.57 0.51 0.76
H -0.97 1.32 0.78
O 2.54 1.28 1.18
H 1.75 0.70 1.33
H 2.16 2.18 1.05
*
```


A 2-piece molecular cluster, C4H10O3 overall at a distorted geometry, computed with ωB97M-V/def2-TZVPD.

Values from the calculation:
Relative energy (zero: lowest compared OMol25 entry of this formula, charge and spin), kcal/mol: 106.8
Molar mass, g/mol: 106.1
Calculated total energy, Ha: -383.97940
Orbital gap (spin up / spin down), eV: 7.4 / 7.4

ORCA input file:
```
! wB97M-V def2-TZVPD RIJCOSX def2/J DEFGRID3
* xyz 0 1
C -0.84 1.29 -0.08
C -1.49 -1.54 0.37
C -0.31 0.12 -0.85
C 2.15 -0.35 0.32
O 2.91 0.68 -0.19
O 2.59 -1.59 -0.04
O -0.94 -1.10 -0.84
H -1.87 1.53 -0.37
H -0.22 2.16 -0.28
H -0.83 1.10 1.00
H -2.32 -0.90 0.70
H -0.73 -1.58 1.16
H -1.87 -2.54 0.18
H 0.06 0.30 -1.85
H 1.87 -0.29 1.37
H 2.57 1.52 0.14
H 3.08 -1.49 -0.86
*
```


A 3-piece molecular cluster, C4H10O3 overall at a distorted geometry, computed with ωB97M-V/def2-TZVPD.

Values from the calculation:
Relative energy (zero: lowest compared OMol25 entry of this formula, charge and spin), kcal/mol: 12.9
Molar mass, g/mol: 106.1
Calculated total energy, Ha: -383.76637
Orbital gap (spin up / spin down), eV: 8.3 / 5.5

ORCA input file:
```
! wB97M-V def2-TZVPD RIJCOSX def2/J DEFGRID3
* xyz 1 2
C 0.21 -0.76 -0.94
C -0.89 -1.44 -0.41
O -0.92 -2.74 -0.35
C -1.90 -0.77 0.36
C -2.85 -1.39 1.06
H 1.01 -1.31 -1.43
H 0.34 0.29 -0.72
H -0.16 -3.18 -0.76
H -1.70 0.30 0.43
H -3.01 -2.45 0.97
H -3.50 -0.89 1.76
H -0.11 3.44 0.34
H -0.07 2.20 1.26
O 0.35 2.61 0.50
H 4.28 2.67 -1.12
H 3.78 2.60 0.29
O 4.54 2.89 -0.22
*
```


A 2-piece molecular cluster, C4H10O3S overall at a distorted geometry, computed with ωB97M-V/def2-TZVPD.

Values from the calculation:
Relative energy (zero: lowest compared OMol25 entry of this formula, charge and spin), kcal/mol: 0.0
Molar mass, g/mol: 138.2
Calculated total energy, Ha: -781.98218
Orbital gap (spin up / spin down), eV: 9.4 / 4.5

ORCA input file:
```
! wB97M-V def2-TZVPD RIJCOSX def2/J DEFGRID3
* xyz 1 2
O 1.85 -0.91 1.75
C 0.99 -0.22 1.29
O -0.34 -0.39 1.64
C 1.12 0.81 0.19
C 1.20 0.09 -1.17
C -0.06 -0.69 -1.42
S -0.22 -1.17 -3.14
H -0.44 -1.22 2.12
H 0.23 1.44 0.13
H 1.99 1.38 0.44
H 2.11 -0.49 -1.26
H 1.25 0.91 -1.90
H -0.27 -1.58 -0.81
H -1.00 -0.11 -1.24
H -1.38 -1.86 -3.02
H -3.13 1.36 1.88
H -1.60 1.01 2.24
O -2.31 1.66 2.28
*
```


A 3-piece molecular cluster, C4H10O4 overall at a distorted geometry, computed with ωB97M-V/def2-TZVPD.

Values from the calculation:
Relative energy (zero: lowest compared OMol25 entry of this formula, charge and spin), kcal/mol: 33.4
Molar mass, g/mol: 122.1
Calculated total energy, Ha: -459.33564
SMILES string: O=CCCC=O.O.O
Orbital gap, eV: 10.6

ORCA input file:
```
! wB97M-V def2-TZVPD RIJCOSX def2/J DEFGRID3
* xyz 0 1
O 0.49 2.91 -0.22
C -0.54 2.31 -0.39
C -0.62 0.81 -0.47
C -1.19 0.19 0.79
C -1.72 -1.22 0.51
O -1.58 -2.11 1.31
H -1.50 2.86 -0.48
H -1.24 0.56 -1.34
H 0.37 0.42 -0.66
H -2.06 0.69 1.21
H -0.43 0.09 1.56
H -2.15 -1.39 -0.50
O 1.46 -1.77 -0.95
H 2.32 -2.07 -1.29
H 0.89 -2.52 -0.75
O 2.76 -0.21 0.62
H 2.90 0.75 0.71
H 1.85 -0.29 0.33
*
```


A 2-piece molecular cluster, C4H10OS overall at a distorted geometry, computed with ωB97M-V/def2-TZVPD.

Values from the calculation:
Relative energy (zero: lowest compared OMol25 entry of this formula, charge and spin), kcal/mol: 56.2
Molar mass, g/mol: 106.2
Calculated total energy, Ha: -631.73509
SMILES string: C=CC.CSO
Orbital gap, eV: 9.1

ORCA input file:
```
! wB97M-V def2-TZVPD RIJCOSX def2/J DEFGRID3
* xyz 0 1
C -0.29 1.40 -1.07
C 0.83 0.70 -1.18
C 2.04 0.64 -2.03
H -0.58 2.30 -1.56
H -0.89 1.03 -0.25
H 0.83 -0.06 -0.42
H 2.68 -0.21 -1.64
H 2.72 1.48 -1.93
H 1.80 0.61 -3.12
C 0.14 -0.90 3.13
S -0.44 -0.78 1.41
O -0.07 -2.19 0.82
H -0.42 -0.10 3.69
H 1.20 -0.94 3.33
H -0.10 -1.90 3.39
H -0.67 -2.90 1.01
*
```


One molecule with the formula C4H10OS at a distorted geometry, computed with ωB97M-V/def2-TZVPD.

Values from the calculation:
Relative energy (zero: lowest compared OMol25 entry of this formula, charge and spin), kcal/mol: 30.2
Molar mass, g/mol: 106.2
Calculated total energy, Ha: -631.77660
SMILES string: OCCCCS
Orbital gap, eV: 10.1

ORCA input file:
```
! wB97M-V def2-TZVPD RIJCOSX def2/J DEFGRID3
* xyz 0 1
O -2.76 1.11 0.95
C -1.79 0.81 -0.16
C -0.45 0.43 0.50
C 0.72 0.12 -0.45
C 1.52 -1.04 -0.02
S 2.87 -1.65 -1.11
H -3.64 0.64 1.01
H -2.00 -0.11 -0.75
H -1.68 1.66 -0.87
H -0.80 -0.50 1.28
H -0.18 1.25 1.22
H 1.25 0.97 -0.63
H 0.30 -0.16 -1.38
H 1.98 -0.87 0.92
H 0.92 -1.91 0.17
H 3.76 -0.76 -0.69
*
```


A 2-piece molecular cluster, C4H10OS overall at a distorted geometry, computed with ωB97M-V/def2-TZVPD.

Values from the calculation:
Relative energy (zero: lowest compared OMol25 entry of this formula, charge and spin), kcal/mol: 30.6
Molar mass, g/mol: 106.2
Calculated total energy, Ha: -631.77593
SMILES string: C=CO.CCS
Orbital gap, eV: 10.0

ORCA input file:
```
! wB97M-V def2-TZVPD RIJCOSX def2/J DEFGRID3
* xyz 0 1
C 3.12 4.22 0.59
C 4.26 3.62 0.87
O 5.03 3.01 -0.11
H 2.57 4.87 1.26
H 2.64 4.22 -0.38
H 4.87 3.70 1.76
H 4.51 2.41 -0.65
C -3.19 -2.99 -1.32
C -3.42 -2.62 0.16
S -1.86 -2.46 1.06
H -2.50 -3.83 -1.35
H -2.75 -2.14 -1.83
H -4.10 -3.37 -1.78
H -3.87 -1.64 0.26
H -4.03 -3.37 0.60
H -1.27 -3.63 0.85
*
```


One molecule with the formula C4H10OS at a distorted geometry, computed with ωB97M-V/def2-TZVPD.

Values from the calculation:
Relative energy (zero: lowest compared OMol25 entry of this formula, charge and spin), kcal/mol: 110.5
Molar mass, g/mol: 106.2
Calculated total energy, Ha: -631.64858
SMILES string: CC=[S@@H](=O)CC
Orbital gap, eV: 8.5

ORCA input file:
```
! wB97M-V def2-TZVPD RIJCOSX def2/J DEFGRID3
* xyz 0 1
C 2.82 0.03 -0.08
C 1.47 0.63 0.15
S 0.17 -0.51 0.01
O 0.42 -1.75 0.77
C -1.34 0.31 0.64
C -2.60 -0.06 -0.23
H 2.80 -0.57 -0.97
H 3.60 0.83 -0.14
H 3.14 -0.81 0.69
H 1.18 1.49 -0.42
H -0.65 -1.11 -1.18
H -1.38 0.24 1.75
H -1.04 1.40 0.27
H -2.18 0.26 -1.28
H -3.02 -1.03 -0.18
H -3.39 0.66 0.23
*
```


A 2-piece molecular cluster, C4H10OS overall at a distorted geometry, computed with ωB97M-V/def2-TZVPD.

Values from the calculation:
Relative energy (zero: lowest compared OMol25 entry of this formula, charge and spin), kcal/mol: 74.2
Molar mass, g/mol: 106.2
Calculated total energy, Ha: -631.70644
Orbital gap, eV: 9.6

ORCA input file:
```
! wB97M-V def2-TZVPD RIJCOSX def2/J DEFGRID3
* xyz 0 1
C 0.86 -1.92 0.23
C 1.07 -0.15 1.96
C -1.05 3.19 -1.19
C 0.34 -1.10 1.10
O -1.11 0.70 -0.28
S -0.19 1.82 -0.31
H 0.26 -2.78 -0.12
H 0.67 1.47 -1.24
H 1.84 -1.71 0.04
H 1.31 -0.57 2.93
H 0.74 0.91 1.87
H 2.04 -0.04 1.56
H -1.32 2.91 -2.13
H -0.37 4.12 -1.08
H -1.85 3.53 -0.51
H -0.74 -1.03 1.24
*
```